A cluster of 9 separate species, C72H76BrFINO9P2S2 in total at a distorted geometry. Source: the Open Molecules 2025 dataset; level of theory: ωB97M-V/def2-TZVPD.

Last columns: bonded neighbours and bond lengths (Å).
Atoms and positions in Å:
1 C 6.76938 -2.72845 8.12377  C31 1.390, H37 1.084, C129 1.390
2 H 6.46627 -0.62543 8.43692  C129 1.084
3 H 3.19627 1.02199 2.65700  C131 1.085
4 H 4.38040 -1.35437 -4.29530  C116 1.130
5 H -10.94457 -0.06935 -4.57699  C109 1.084
6 C -5.95982 -2.17766 0.72490  C40 1.389, H54 1.084, C114 1.390
7 H -3.64102 -0.17893 -2.26394  C106 1.115
8 C -8.36995 3.86229 -3.95909  C26 1.390, C86 1.390, H91 1.084
9 C 1.03715 1.46519 -1.08231  Br17 1.947, C52 1.473, C107 1.455
10 H 4.23784 -2.46840 2.95270  C103 1.126
11 I 1.64772 -1.83097 4.29706  C98 2.185
12 C -10.64182 4.06648 -5.54781  C51 1.390, H101 1.084, C141 1.390
13 H 4.61787 -4.06355 3.67785  C103 1.130
14 F 0.13076 -5.09821 -1.49219  C47 1.376
15 O 4.81152 -3.82995 -4.67195  C93 1.210
16 C -10.69775 -0.53298 -6.65985  H21 1.084, C109 1.390, C119 1.389
17 Br 2.71528 2.20152 -0.42381  C9 1.947
18 C 4.12892 -4.17072 1.54978  H71 1.127, C87 1.557, C103 1.578, H165 1.131
19 C 1.19204 -2.90709 -1.52490  C47 1.460, C104 1.485, S140 1.832
20 H 5.46220 0.40800 1.21717  C33 1.129
21 H -11.65989 -0.12302 -6.94552  C16 1.084
22 O -5.83347 -0.67188 -3.28707  C61 1.217
23 H 8.70100 -5.28193 -3.67484  C110 1.084
24 H 3.41095 0.42139 -3.12258  C92 1.131
25 H -7.25782 -1.96737 -5.63857  C56 1.083
26 C -8.85778 2.74226 -4.62185  C8 1.390, H60 1.085, C141 1.390
27 C -4.46321 -2.71246 2.53316  H112 1.084, C114 1.390, C143 1.389
28 P 1.95548 -6.49315 0.60207  O32 1.692, O41 1.699, C123 1.895
29 H 2.69324 -7.34495 2.47132  O41 0.977
30 C -1.44933 1.56903 -1.66446  P46 1.868, C107 1.479, C162 1.480
31 C 6.31807 -3.87218 7.47651  C1 1.390, C68 1.390, H122 1.084
32 O 3.13671 -7.38737 -0.21419  P28 1.692, H89 0.981
33 C 6.02815 -0.00528 0.33254  H20 1.129, C35 1.600, H96 1.116, H127 1.129
34 C 8.14455 -3.75801 -6.65037  H81 1.084, C130 1.390, C146 1.390
35 C 5.16820 -1.13136 -0.41113  C33 1.600, H36 1.129, O76 1.439, H151 1.116
36 H 5.89515 -1.96911 -0.61947  C35 1.129
37 H 7.62903 -2.78127 8.78163  C1 1.084
38 C 5.13435 2.89599 4.71433  C79 1.390, H99 1.084, C155 1.390
39 C 1.46708 7.51734 7.61178  C49 1.390, H63 1.084, C77 1.390
40 C -5.18207 -1.07054 0.40998  C6 1.389, C108 1.390, H147 1.085
41 O 2.19796 -6.52451 2.28384  P28 1.699, H29 0.977
42 H 1.97701 -0.43992 -3.76471  C92 1.130
43 C -2.66452 5.28603 2.20991  H78 1.085, C139 1.390, C154 1.390
44 H 9.57056 -3.61298 -8.25043  C130 1.084
45 H -4.93149 5.62552 5.32046  C73 1.084
46 P -2.95496 2.67476 -1.65511  C30 1.868, S48 1.954, O82 1.665, O115 1.684
47 C 1.11278 -4.26823 -1.00352  F14 1.376, C19 1.460, C123 1.471
48 S -2.35388 4.37996 -2.39621  P46 1.954
49 C 1.66745 6.29056 6.99014  C39 1.390, H64 1.084, C88 1.390
50 H -10.18227 -1.12093 -8.65952  C119 1.084
51 C -10.15917 5.18443 -4.87769  C12 1.390, C86 1.390, H126 1.084
52 C 1.03692 0.09174 -1.61588  C9 1.473, N84 1.471, C100 1.481
53 H -5.40321 -2.88020 -3.65024  O132 0.980
54 H -6.84600 -2.40101 0.14231  C6 1.084
55 C -8.63187 -1.61368 -7.25675  C56 1.390, C119 1.390, H156 1.084
56 C -8.22378 -1.57380 -5.92821  H25 1.083, C55 1.390, C134 1.390
57 H -2.83182 2.60375 0.53370  O115 0.981
58 H 10.90262 -5.66813 -4.73530  C113 1.084
59 H -6.21017 -3.85922 2.03683  C114 1.084
60 H -8.35265 1.78798 -4.51896  C26 1.085
61 C -5.18097 -1.08545 -4.22786  O22 1.217, C105 1.556, O132 1.412
62 C 3.22196 5.66801 8.71947  C88 1.390, C137 1.390, H164 1.084
63 H 0.78305 8.23863 7.17955  C39 1.084
64 H 1.13787 6.05375 6.07436  C49 1.084
65 H -4.68519 0.93844 -4.81964  C105 1.125
66 C 2.91891 3.11730 3.04901  C131 1.391, C161 1.389, H163 1.083
67 H -2.51258 6.11397 5.49362  C145 1.084
68 C 5.22084 -3.80260 6.62643  C31 1.390, C95 1.390, H142 1.085
69 H 3.25491 -4.95560 -4.13817  C93 1.128
70 H -3.43311 0.07535 0.90509  C108 1.085
71 H 4.21985 -5.29341 1.58734  C18 1.127
72 H -8.64482 5.95542 -3.56403  C86 1.084
73 C -4.29539 5.52960 4.44812  H45 1.084, C128 1.390, C145 1.390
74 H -4.94282 1.94008 -2.01709  O82 0.985
75 C 10.37036 -4.67052 -6.56094  C113 1.389, C130 1.390, H152 1.084
76 O 4.15339 -1.53580 0.52601  C35 1.439, C94 1.391
77 C 2.14376 7.81884 8.78744  C39 1.390, C137 1.390, H157 1.084
78 H -2.02897 5.19163 1.33579  C43 1.085
79 C 4.66592 1.78085 4.02863  C38 1.390, H97 1.085, C131 1.390
80 H 6.93323 -4.06167 -4.90376  C146 1.083
81 H 7.37241 -3.21745 -7.18610  C34 1.084
82 O -4.19350 2.13259 -2.62730  P46 1.665, H74 0.985
83 O 2.89783 -2.77977 -4.12997  C93 1.381, C116 1.464
84 N 2.34272 -0.58607 -1.59354  C52 1.471, C92 1.505, C104 1.448
85 C -2.77427 -0.02324 -4.35856  C105 1.585, C106 1.600, H136 1.127, H148 1.129
86 C -9.02261 5.08306 -4.08466  C8 1.390, C51 1.390, H72 1.084
87 C 3.08988 -3.72553 0.47856  C18 1.557, C94 1.481, C123 1.472
88 C 2.54803 5.36804 7.54193  C49 1.390, C62 1.390, H90 1.084
89 H 3.97299 -6.88273 -0.30852  O32 0.981
90 H 2.70871 4.41339 7.05366  C88 1.084
91 H -7.48095 3.78410 -3.34362  C8 1.084
92 C 2.82117 -0.53819 -3.01955  H24 1.131, H42 1.130, N84 1.505, C116 1.567
93 C 3.66171 -3.91681 -4.30648  O15 1.210, H69 1.128, O83 1.381
94 C 3.16856 -2.33990 -0.03749  O76 1.391, C87 1.481, C104 1.465
95 C 4.57166 -2.58950 6.42657  C68 1.390, C124 1.389, H144 1.086
96 H 7.03171 -0.36983 0.65779  C33 1.116
97 H 5.16409 0.82431 4.14428  C79 1.085
98 C 2.43645 -3.72444 3.54300  I11 2.185, C103 1.579, H125 1.116, H159 1.119
99 H 6.00086 2.81121 5.36002  C38 1.084
100 C -0.18394 -0.53932 -2.16663  C52 1.481, S140 1.834, C162 1.462
101 H -11.52519 4.14714 -6.17072  C12 1.084
102 H 3.54014 7.12560 10.26459  C137 1.084
103 C 3.89983 -3.54218 2.97864  H10 1.126, H13 1.130, C18 1.578, C98 1.579
104 C 2.21756 -1.93232 -1.07457  C19 1.485, N84 1.448, C94 1.465
105 C -4.23942 -0.08535 -4.95965  C61 1.556, H65 1.125, C85 1.585, H135 1.128
106 C -2.71667 -0.45963 -2.82045  H7 1.115, C85 1.600, H133 1.121, C162 1.552
107 C -0.22536 2.18840 -1.11107  C9 1.455, C30 1.479, H138 1.115
108 C -4.04153 -0.78773 1.15277  C40 1.390, H70 1.085, C143 1.390
109 C -10.29488 -0.50052 -5.33023  H5 1.084, C16 1.390, C134 1.389
110 C 8.89114 -4.91654 -4.67770  H23 1.084, C113 1.390, C146 1.390
111 H -5.89836 4.91588 3.15663  C128 1.084
112 H -4.18558 -3.35071 3.36398  C27 1.084
113 C 10.12752 -5.13477 -5.27403  H58 1.084, C75 1.389, C110 1.390
114 C -5.60161 -2.99751 1.78840  C6 1.390, C27 1.390, H59 1.084
115 O -3.47545 3.00560 -0.08767  P46 1.684, H57 0.981
116 C 3.70520 -1.74734 -3.47826  H4 1.130, O83 1.464, C92 1.567, H120 1.116
117 H -4.44802 4.71413 1.16355  C139 1.082
118 H 2.87875 5.18382 3.63282  C161 1.084
119 C -9.86712 -1.09208 -7.62284  C16 1.389, H50 1.084, C55 1.390
120 H 4.38467 -2.16799 -2.69987  C116 1.116
121 H -1.05865 5.88582 3.50489  C154 1.084
122 H 6.82251 -4.81877 7.63423  C31 1.084
123 C 2.09155 -4.69930 0.00624  P28 1.895, C47 1.471, C87 1.472
124 C 5.01763 -1.44817 7.08090  C95 1.389, C129 1.390, H149 1.085
125 H 1.71539 -4.06660 2.76273  C98 1.116
126 H -10.66896 6.13631 -4.97431  C51 1.084
127 H 6.12630 0.86863 -0.37567  C33 1.129
128 C -4.83919 5.13298 3.23180  C73 1.390, H111 1.084, C139 1.390
129 C 6.11715 -1.51663 7.92825  C1 1.390, H2 1.084, C124 1.390
130 C 9.37953 -3.97931 -7.24826  C34 1.390, H44 1.084, C75 1.390
131 C 3.55983 1.89138 3.19440  H3 1.085, C66 1.391, C79 1.390
132 O -5.32103 -2.45789 -4.53092  H53 0.980, C61 1.412
133 H -2.60947 -1.57582 -2.83124  C106 1.121
134 C -9.05924 -1.01887 -4.96532  C56 1.390, C109 1.389, H160 1.084
135 H -4.22107 -0.31430 -6.06385  C105 1.128
136 H -2.32197 0.99991 -4.49458  C85 1.127
137 C 3.01750 6.89275 9.34412  C62 1.390, C77 1.390, H102 1.084
138 H -0.23418 3.22570 -0.70219  C107 1.115
139 C -4.02418 5.01593 2.11207  C43 1.390, H117 1.082, C128 1.390
140 S 0.02481 -2.25577 -2.77756  C19 1.832, C100 1.834
141 C -9.99227 2.84445 -5.41775  C12 1.390, C26 1.390, H153 1.082
142 H 4.87076 -4.69504 6.11887  C68 1.085
143 C -3.68020 -1.61047 2.21270  C27 1.389, C108 1.390, H150 1.084
144 H 3.71594 -2.53220 5.76095  C95 1.086
145 C -2.93612 5.80312 4.54525  H67 1.084, C73 1.390, C154 1.390
146 C 7.89775 -4.22986 -5.36674  C34 1.390, H80 1.083, C110 1.390
147 H -5.46539 -0.42758 -0.41686  C40 1.085
148 H -2.14096 -0.72284 -4.97816  C85 1.129
149 H 4.50764 -0.50299 6.92955  C124 1.085
150 H -2.78879 -1.39215 2.78934  C143 1.084
151 H 4.77616 -0.64668 -1.33641  C35 1.116
152 H 11.33226 -4.84644 -7.02842  C75 1.084
153 H -10.36925 1.97341 -5.93633  C141 1.082
154 C -2.11967 5.67742 3.42762  C43 1.390, H121 1.084, C145 1.390
155 C 4.49016 4.11966 4.57265  C38 1.390, H158 1.084, C161 1.390
156 H -7.98517 -2.05170 -8.00861  C55 1.084
157 H 1.98936 8.77666 9.27092  C77 1.084
158 H 4.85212 4.98814 5.11098  C155 1.084
159 H 2.44016 -4.48837 4.36045  C98 1.119
160 H -8.74439 -0.99080 -3.92810  C134 1.084
161 C 3.38182 4.22939 3.74138  C66 1.389, H118 1.084, C155 1.390
162 C -1.45019 0.19076 -2.20318  C30 1.480, C100 1.462, C106 1.552
163 H 2.05804 3.20403 2.39703  C66 1.083
164 H 3.90710 4.94740 9.15095  C62 1.084
165 H 5.14292 -3.80955 1.20214  C18 1.131

## Properties
Relative energy (zero: lowest compared OMol25 entry of this formula, charge and spin) ... 0.0 kcal/mol
M ... 1451.29 g/mol
Highest occupied orbital energy ... -8.6 eV
SMILES string ... CCOc1c(CCCI)c(P(O)O)c(F)c2c1N(CCOC=O)c1c(Br)cc(P(O)(O)=S)c(CCCC(=O)O)c1S2.c1ccccc1.c1ccccc1.c1ccccc1.c1ccccc1.c1ccccc1.c1ccccc1.c1ccccc1.c1ccccc1